Record 1
C62H153N5O26 | ωB97M-V/def2-TZVPD

The calculation puts the calculated total energy at -4683.44047 a.u. The LUMO energy is 0.459 eV. The molar mass comes out at 1384.9 g mol⁻¹. The calculation puts the relative energy (zero: lowest compared OMol25 entry of this formula, charge and spin) at 0.0 kJ/mol. Its strongest force on any atom is 2.25 eV/A.

Last column: Löwdin charge in e.
Atoms and positions in Å:
1 C -3.699 -4.384 -0.489  -0.10
2 O -2.307 -4.136 -0.571  -0.21
3 C -1.729 -3.558 0.611  -0.17
4 C -0.313 -4.104 0.812  -0.44
5 C -0.287 -5.422 1.529  -0.06
6 N 0.629 -3.134 1.412  0.05
7 H -3.996 -5.268 0.076  0.09
8 H -3.959 -4.419 -1.551  0.09
9 H -4.217 -3.471 -0.175  0.07
10 H -1.752 -2.485 0.418  0.10
11 H -2.315 -3.783 1.508  0.11
12 H 0.119 -4.228 -0.191  0.11
13 H -0.841 -5.483 2.475  0.08
14 H 0.729 -5.648 1.867  0.07
15 H -0.688 -6.243 0.934  0.08
16 H 0.256 -2.174 1.301  0.02
17 H 0.364 -3.266 2.398  0.07
18 C -2.666 1.249 -2.101  -0.08
19 O -1.359 1.249 -1.516  -0.21
20 C -1.242 0.213 -0.546  -0.19
21 C -0.196 0.552 0.502  -0.41
22 C 1.229 0.475 -0.049  -0.05
23 N -0.296 -0.309 1.682  0.06
24 H -3.273 1.831 -1.403  0.08
25 H -3.084 0.255 -2.271  0.07
26 H -2.586 1.742 -3.067  0.07
27 H -2.146 0.098 0.064  0.12
28 H -0.942 -0.659 -1.134  0.13
29 H -0.311 1.562 0.925  0.12
30 H 1.444 -0.550 -0.360  0.07
31 H 2.014 0.779 0.646  0.07
32 H 1.289 1.185 -0.877  0.06
33 H -1.012 -0.004 2.342  0.06
34 H 0.509 -0.056 2.251  0.04
35 C 1.798 0.046 4.277  -0.08
36 O 1.369 1.183 3.552  -0.23
37 C 1.478 2.472 4.124  -0.19
38 C 1.247 3.506 3.012  -0.39
39 C 2.402 3.683 2.051  -0.04
40 N 0.985 4.806 3.728  0.08
41 H 1.272 -0.098 5.224  0.08
42 H 2.866 0.175 4.485  0.10
43 H 1.660 -0.831 3.647  0.08
44 H 0.701 2.665 4.868  0.10
45 H 2.507 2.620 4.477  0.13
46 H 0.325 3.195 2.514  0.12
47 H 2.716 2.765 1.551  0.07
48 H 3.275 4.022 2.617  0.08
49 H 2.154 4.479 1.349  0.05
50 H 1.275 4.677 4.696  0.04
51 H -0.029 4.736 3.811  0.05
52 C -1.403 7.152 -3.883  -0.11
53 O -2.654 6.688 -3.452  -0.16
54 C -2.807 5.312 -3.660  -0.22
55 C -4.270 4.935 -3.431  -0.43
56 C -4.787 4.998 -1.993  -0.06
57 N -4.573 3.604 -3.970  0.04
58 H -1.313 7.158 -4.982  0.09
59 H -0.605 6.534 -3.468  0.07
60 H -1.283 8.229 -3.749  0.09
61 H -2.543 5.013 -4.686  0.12
62 H -2.093 4.718 -3.073  0.12
63 H -4.869 5.724 -3.903  0.13
64 H -4.631 5.934 -1.457  0.08
65 H -4.306 4.221 -1.391  0.06
66 H -5.864 4.817 -1.995  0.07
67 H -4.279 3.540 -4.941  0.07
68 H -5.589 3.597 -4.033  0.08
69 C 3.115 4.340 -4.167  -0.07
70 O 3.684 3.049 -4.381  -0.19
71 C 3.301 2.138 -3.379  -0.22
72 C 4.146 0.865 -3.493  -0.42
73 C 3.686 -0.216 -2.496  -0.05
74 N 5.548 1.204 -3.249  0.05
75 H 3.122 4.895 -5.099  0.09
76 H 3.760 4.813 -3.421  0.09
77 H 2.133 4.163 -3.723  0.07
78 H 3.459 2.537 -2.366  0.13
79 H 2.219 1.986 -3.457  0.10
80 H 4.066 0.557 -4.545  0.10
81 H 3.466 0.294 -1.558  0.06
82 H 4.516 -0.906 -2.347  0.08
83 H 2.817 -0.814 -2.775  0.04
84 H 6.167 0.615 -3.797  0.08
85 H 5.631 2.101 -3.734  0.07
86 C -4.843 -0.765 -4.216  -0.10
87 O -5.144 -1.530 -3.062  -0.20
88 C -6.479 -1.595 -2.668  -0.21
89 C -6.639 -2.219 -1.284  -0.20
90 O -7.929 -1.838 -0.870  -0.15
91 C -8.472 -2.703 0.129  -0.17
92 C -9.757 -2.120 0.688  -0.21
93 O -10.652 -1.724 -0.316  -0.18
94 C -11.884 -1.225 0.118  -0.12
95 H -3.819 -1.065 -4.434  0.09
96 H -4.899 0.300 -3.986  0.08
97 H -5.437 -1.060 -5.086  0.09
98 H -6.959 -2.350 -3.317  0.13
99 H -7.045 -0.665 -2.779  0.13
100 H -5.863 -1.820 -0.615  0.12
101 H -6.636 -3.313 -1.337  0.12
102 H -7.674 -2.779 0.872  0.13
103 H -8.661 -3.676 -0.337  0.13
104 H -9.504 -1.251 1.308  0.13
105 H -10.273 -2.836 1.338  0.13
106 H -12.343 -0.794 -0.768  0.09
107 H -11.768 -0.586 1.001  0.09
108 H -12.566 -2.028 0.440  0.09
109 C 0.147 0.598 -4.622  -0.09
110 O 0.896 0.412 -5.820  -0.17
111 C 1.841 -0.649 -5.632  -0.19
112 C 2.908 -0.356 -6.706  -0.18
113 O 2.435 -0.027 -7.986  -0.11
114 C 1.518 -0.972 -8.505  -0.19
115 C 1.355 -0.712 -9.992  -0.22
116 O 1.466 0.649 -10.262  -0.16
117 C 0.797 1.097 -11.411  -0.12
118 H -0.218 -0.337 -4.184  0.09
119 H -0.686 1.296 -4.692  0.08
120 H 0.851 1.042 -3.906  0.06
121 H 1.350 -1.602 -5.854  0.12
122 H 2.291 -0.656 -4.636  0.08
123 H 3.427 -1.324 -6.802  0.13
124 H 3.610 0.372 -6.311  0.11
125 H 0.554 -0.768 -8.025  0.13
126 H 1.822 -2.005 -8.313  0.13
127 H 0.447 -1.187 -10.388  0.12
128 H 2.147 -1.229 -10.566  0.13
129 H 0.476 2.137 -11.355  0.08
130 H -0.079 0.514 -11.707  0.08
131 H 1.468 1.098 -12.279  0.08
132 C 4.508 -9.573 -3.039  -0.13
133 O 3.642 -8.532 -2.707  -0.17
134 C 3.037 -7.955 -3.846  -0.20
135 C 2.262 -6.704 -3.488  -0.19
136 O 3.157 -5.782 -2.875  -0.14
137 C 2.533 -4.616 -2.328  -0.16
138 C 1.874 -3.736 -3.400  -0.22
139 O 0.717 -4.153 -4.067  -0.20
140 C -0.501 -3.933 -3.351  -0.08
141 H 4.003 -10.433 -3.499  0.09
142 H 5.025 -9.961 -2.162  0.09
143 H 5.278 -9.216 -3.736  0.09
144 H 2.406 -8.739 -4.274  0.13
145 H 3.784 -7.602 -4.568  0.13
146 H 1.456 -6.830 -2.755  0.13
147 H 1.806 -6.293 -4.392  0.12
148 H 3.384 -4.163 -1.823  0.12
149 H 1.813 -4.932 -1.563  0.11
150 H 2.615 -3.629 -4.200  0.13
151 H 1.705 -2.745 -2.953  0.10
152 H -0.464 -3.119 -2.622  0.07
153 H -0.643 -4.881 -2.827  0.09
154 H -1.282 -3.712 -4.075  0.09
155 C 3.749 -2.222 0.446  -0.12
156 O 4.758 -3.168 0.750  -0.16
157 C 4.247 -4.277 1.434  -0.22
158 C 5.303 -5.401 1.504  -0.19
159 O 6.040 -5.373 2.696  -0.13
160 C 7.234 -6.106 2.714  -0.21
161 C 7.995 -5.998 4.020  -0.21
162 O 7.227 -6.326 5.169  -0.17
163 C 7.573 -7.624 5.647  -0.11
164 H 2.985 -2.234 1.222  0.06
165 H 3.302 -2.441 -0.532  0.06
166 H 4.218 -1.242 0.344  0.08
167 H 3.401 -4.765 0.941  0.11
168 H 3.941 -4.162 2.481  0.13
169 H 6.030 -5.259 0.696  0.13
170 H 4.709 -6.315 1.393  0.13
171 H 7.857 -5.831 1.855  0.13
172 H 6.945 -7.163 2.599  0.13
173 H 8.310 -4.960 4.159  0.13
174 H 8.891 -6.614 3.915  0.12
175 H 6.836 -7.884 6.404  0.09
176 H 8.566 -7.623 6.105  0.08
177 H 7.570 -8.369 4.849  0.08
178 C 2.074 4.417 7.479  -0.12
179 O 0.797 4.875 7.096  -0.17
180 C -0.162 3.909 7.475  -0.21
181 C -1.608 4.237 7.084  -0.17
182 O -1.860 3.785 5.768  -0.15
183 C -3.191 4.040 5.369  -0.20
184 C -3.310 4.332 3.900  -0.17
185 O -3.170 3.093 3.183  -0.21
186 C -2.792 3.274 1.838  -0.10
187 H 2.259 3.383 7.162  0.08
188 H 2.264 4.474 8.553  0.09
189 H 2.843 4.980 6.949  0.09
190 H -0.168 3.700 8.550  0.13
191 H 0.106 2.972 6.971  0.11
192 H -1.742 5.321 7.163  0.13
193 H -2.255 3.729 7.805  0.13
194 H -3.579 4.939 5.863  0.13
195 H -3.892 3.240 5.621  0.13
196 H -2.479 4.988 3.609  0.12
197 H -4.219 4.818 3.539  0.13
198 H -3.551 3.723 1.190  0.09
199 H -2.498 2.303 1.436  0.07
200 H -1.887 3.897 1.831  0.08
201 C 0.209 3.970 -1.015  -0.09
202 O 0.851 5.062 -0.403  -0.18
203 C 1.790 5.739 -1.206  -0.21
204 C 2.723 6.628 -0.435  -0.19
205 O 2.014 7.548 0.371  -0.14
206 C 2.735 8.676 0.826  -0.16
207 C 3.823 8.203 1.801  -0.20
208 O 4.998 7.838 1.098  -0.21
209 C 6.027 7.322 1.915  -0.10
210 H 0.140 4.108 -2.099  0.08
211 H -0.809 3.817 -0.654  0.08
212 H 0.755 3.050 -0.786  0.07
213 H 1.273 6.316 -1.985  0.12
214 H 2.408 4.970 -1.676  0.09
215 H 3.433 7.192 -1.045  0.14
216 H 3.248 5.940 0.242  0.12
217 H 2.025 9.319 1.342  0.12
218 H 3.113 9.233 -0.037  0.13
219 H 3.500 7.317 2.362  0.13
220 H 4.010 8.913 2.619  0.12
221 H 5.862 6.265 2.137  0.09
222 H 6.066 7.901 2.844  0.08
223 H 6.985 7.466 1.421  0.09
224 C -1.681 0.839 5.096  -0.09
225 O -1.956 -0.464 4.620  -0.24
226 C -3.238 -0.622 4.030  -0.19
227 C -3.566 -2.109 4.064  -0.18
228 O -4.052 -2.606 5.291  -0.10
229 C -3.268 -2.277 6.418  -0.20
230 C -3.737 -2.984 7.684  -0.22
231 O -3.843 -4.369 7.584  -0.16
232 C -2.959 -5.155 8.339  -0.11
233 H -2.434 1.033 5.869  0.09
234 H -1.622 1.569 4.287  0.08
235 H -0.711 0.750 5.588  0.07
236 H -3.216 -0.154 3.037  0.12
237 H -3.940 -0.003 4.607  0.13
238 H -2.672 -2.627 3.700  0.12
239 H -4.362 -2.331 3.353  0.13
240 H -3.213 -1.202 6.604  0.12
241 H -2.250 -2.645 6.227  0.13
242 H -4.749 -2.556 7.773  0.13
243 H -3.241 -2.624 8.589  0.13
244 H -2.893 -4.765 9.361  0.08
245 H -1.944 -5.194 7.931  0.09
246 H -3.320 -6.181 8.370  0.09

Record 2
C3H7IN | ωB97M-V/def2-TZVPD

The calculation puts the calculated total energy at -470.60676 a.u. The LUMO energy is -4.113 eV. As for the net charge: +1. The molar mass comes out at 184.0 g mol⁻¹. The calculation puts the relative energy (zero: lowest compared OMol25 entry of this formula, charge and spin) at 253.4 kJ/mol. Its strongest force on any atom is 4.74 eV/A.

Last column: Löwdin charge in e.
Atoms and positions in Å:
1 I -2.991 -0.068 -0.020  0.85
2 C -1.056 0.948 0.144  -0.57
3 N -0.134 0.101 -0.547  -0.16
4 C 1.449 0.006 -0.027  0.09
5 C 0.427 -1.028 0.222  -0.12
6 H -0.714 0.944 1.209  0.09
7 H -0.982 1.879 -0.561  0.13
8 H -0.309 0.162 -1.498  0.13
9 H 1.764 0.524 0.851  0.12
10 H 2.208 -0.358 -0.693  0.12
11 H 0.466 -1.965 -0.336  0.14
12 H -0.127 -1.145 1.254  0.17

Record 3
C24H41N10S | ωB97M-V/def2-TZVPD

The calculation puts the calculated total energy at -1884.46177 a.u. The LUMO energy is -3.534 eV. As for the net charge: +1. The molar mass comes out at 501.7 g mol⁻¹. Its strongest force on any atom is 1.36 eV/A.

Last column: Löwdin charge in e.
Atoms and positions in Å:
1 C -0.647 -2.252 0.122  -0.07
2 C -1.811 -3.158 -0.364  -0.24
3 C -3.228 -2.528 -0.421  -0.57
4 C -3.369 -1.011 -0.363  -0.12
5 S -4.256 -3.237 0.932  1.11
6 H 0.006 -2.009 -0.729  0.09
7 H -0.022 -2.833 0.822  0.05
8 H -0.958 -1.348 0.652  0.06
9 H -1.584 -3.529 -1.374  0.12
10 H -1.829 -4.061 0.272  0.09
11 H -3.715 -2.868 -1.349  0.12
12 H -3.131 -0.585 0.625  0.07
13 H -2.743 -0.531 -1.128  0.11
14 H -4.416 -0.745 -0.587  0.08
15 H -4.270 -4.557 0.652  0.01
16 H -5.496 -2.877 0.522  -0.03
17 C -0.308 -4.602 3.769  -0.06
18 C 0.867 -4.031 3.114  -0.26
19 N 1.859 -3.632 2.677  0.16
20 H -0.261 -4.411 4.840  0.09
21 H -1.211 -4.145 3.368  0.07
22 H -0.339 -5.677 3.600  0.09
23 C 3.684 -2.287 0.397  -0.10
24 C 4.444 -2.230 -0.851  -0.28
25 N 5.053 -2.209 -1.832  0.13
26 H 2.953 -3.089 0.353  0.05
27 H 4.359 -2.476 1.230  0.06
28 H 3.170 -1.340 0.561  0.07
29 C 0.965 1.644 -0.285  -0.07
30 C -0.349 1.558 0.342  -0.27
31 N -1.392 1.514 0.837  0.12
32 H 1.703 1.137 0.330  0.08
33 H 0.936 1.184 -1.272  0.08
34 H 1.261 2.681 -0.397  0.05
35 C 7.602 -4.561 -0.818  -0.06
36 C 7.239 -3.892 0.428  -0.26
37 N 6.948 -3.352 1.406  0.14
38 H 6.708 -4.715 -1.419  0.07
39 H 8.300 -3.940 -1.377  0.09
40 H 8.067 -5.520 -0.600  0.08
41 C 2.295 5.895 -1.512  -0.06
42 C 2.363 4.534 -2.041  -0.27
43 N 2.418 3.460 -2.461  0.13
44 H 1.280 6.131 -1.204  0.05
45 H 2.959 5.987 -0.654  0.08
46 H 2.601 6.603 -2.278  0.09
47 C -8.660 -0.852 -0.206  -0.05
48 C -7.898 -1.808 -1.008  -0.26
49 N -7.296 -2.566 -1.643  0.13
50 H -7.991 -0.308 0.459  0.08
51 H -9.161 -0.143 -0.863  0.10
52 H -9.406 -1.381 0.385  0.09
53 C -2.053 7.518 -0.089  -0.07
54 C -0.877 8.061 -0.766  -0.27
55 N 0.051 8.502 -1.294  0.14
56 H -1.933 7.612 0.988  0.08
57 H -2.940 8.067 -0.400  0.08
58 H -2.176 6.467 -0.345  0.08
59 C 7.521 -0.113 1.670  -0.07
60 C 6.531 0.941 1.492  -0.27
61 N 5.722 1.748 1.322  0.12
62 H 8.512 0.261 1.419  0.09
63 H 7.517 -0.458 2.702  0.08
64 H 7.276 -0.950 1.021  0.04
65 C -8.034 -1.524 -4.847  -0.08
66 C -8.469 -0.167 -5.170  -0.28
67 N -8.822 0.904 -5.416  0.13
68 H -7.843 -1.600 -3.780  0.02
69 H -8.808 -2.238 -5.122  0.09
70 H -7.122 -1.762 -5.391  0.08
71 C 3.959 4.286 3.168  -0.08
72 C 2.925 5.270 2.851  -0.28
73 N 2.102 6.037 2.592  0.12
74 H 4.943 4.697 2.948  0.08
75 H 3.911 4.021 4.223  0.08
76 H 3.813 3.391 2.566  0.05

Record 4
C26H51N5O7PtSSbSi3 | ωB97M-V/def2-TZVPD

The calculation puts the calculated total energy at -3447.41320 a.u. The LUMO energy (alpha / beta) is -3.260 / -6.242 eV. As for the net charge: +1. The molar mass comes out at 978.9 g mol⁻¹. Its expectation value of S² is 6.0164. The calculation puts the relative energy (zero: lowest compared OMol25 entry of this formula, charge and spin) at 0.0 kJ/mol. The multiplicity is 5. Its strongest force on any atom is 5.02 eV/A.

Last column: Löwdin charge in e.
Atoms and positions in Å:
1 Pt 0.434 1.241 -0.579  0.64
2 O 5.013 -0.028 3.014  0.00
3 C 4.885 1.085 2.233  -0.32
4 C 5.139 0.902 0.742  -0.18
5 C 3.888 0.469 -0.015  -0.15
6 C 4.159 0.154 -1.489  -0.28
7 C 5.234 0.860 -2.124  0.01
8 C 5.234 0.970 -3.537  -0.07
9 C 4.303 0.315 -4.204  -0.10
10 C 3.516 -0.671 -3.566  -0.13
11 N 3.471 -0.638 -2.277  0.08
12 H 5.882 0.113 3.292  0.06
13 H 5.543 1.902 2.530  0.12
14 H 3.878 1.444 2.419  0.09
15 H 5.994 0.246 0.501  0.14
16 H 5.410 1.939 0.519  0.11
17 H 3.227 1.240 0.324  0.06
18 H 3.343 -0.474 0.152  0.11
19 H 5.809 1.595 -1.569  0.10
20 H 6.075 1.444 -4.006  0.11
21 H 3.872 0.568 -5.163  0.10
22 H 2.806 -1.324 -4.042  0.11
23 C -0.727 4.034 5.125  -0.18
24 Si 0.283 3.263 3.728  0.38
25 C 1.510 2.082 4.556  -0.21
26 C 1.193 4.622 2.782  -0.27
27 Sb -0.519 2.194 1.421  0.74
28 Si -2.684 3.729 0.744  0.47
29 C -4.492 2.927 0.782  -0.20
30 C -1.985 5.184 -0.299  -0.25
31 C -2.795 4.875 2.364  -0.26
32 Si -2.514 -1.125 4.323  0.30
33 C -1.907 -1.507 6.052  -0.19
34 C -3.164 -2.691 3.736  -0.01
35 C -3.667 0.382 4.642  -0.16
36 H -1.661 4.452 4.722  0.00
37 H -0.126 4.889 5.504  0.06
38 H -0.947 3.342 5.919  0.03
39 H 2.157 2.656 5.288  0.07
40 H 2.114 1.605 3.771  0.00
41 H 0.942 1.288 5.084  0.03
42 H 1.264 4.579 1.665  0.02
43 H 2.206 4.752 3.273  0.06
44 H 0.630 5.569 3.000  0.04
45 H -5.122 3.390 1.538  0.02
46 H -4.026 2.016 1.354  0.02
47 H -4.917 2.863 -0.275  0.05
48 H -1.457 5.804 0.431  0.01
49 H -2.912 5.798 -0.498  0.06
50 H -1.357 4.917 -1.181  0.03
51 H -2.781 4.209 3.259  -0.01
52 H -3.737 5.433 2.453  0.04
53 H -1.919 5.556 2.466  0.02
54 H -2.522 -2.129 6.757  0.06
55 H -1.911 -0.457 6.469  0.03
56 H -0.849 -1.793 6.028  0.02
57 H -0.567 -1.090 3.319  0.10
58 H -3.571 -2.742 2.737  0.00
59 H -3.017 -3.603 4.307  0.02
60 H -3.180 1.309 4.957  0.01
61 H -4.466 0.281 5.405  0.05
62 H -4.032 0.650 3.633  0.01
63 O -1.309 -0.395 3.408  -0.27
64 O 1.999 2.249 -4.508  0.12
65 C 1.415 2.148 -3.451  -0.38
66 N 1.005 1.779 -2.346  -0.14
67 C -3.194 -4.791 -7.641  -0.12
68 C -1.929 -4.510 -6.854  -0.28
69 S -2.362 -4.752 -5.097  0.66
70 O -3.537 -3.937 -4.827  -0.32
71 O -2.392 -6.178 -4.829  -0.30
72 C -0.995 -4.044 -4.209  -0.22
73 C -1.345 -4.109 -2.753  -0.20
74 N -0.406 -3.450 -1.923  0.04
75 C -0.477 -2.134 -1.530  -0.30
76 N 0.581 -1.724 -0.809  0.09
77 C 1.402 -2.804 -0.746  -0.01
78 C 0.817 -3.857 -1.504  -0.17
79 N 1.208 -5.162 -1.511  -0.29
80 O 0.449 -6.026 -2.053  0.05
81 O 2.304 -5.405 -0.973  0.09
82 C -1.697 -1.424 -2.064  0.01
83 H -3.012 -4.842 -8.708  0.08
84 H -3.897 -3.974 -7.480  0.08
85 H -3.640 -5.759 -7.339  0.09
86 H -1.541 -3.508 -6.920  0.09
87 H -1.097 -5.223 -7.005  0.11
88 H -0.883 -3.012 -4.612  0.12
89 H -0.061 -4.629 -4.359  0.13
90 H -1.322 -5.162 -2.400  0.14
91 H -2.339 -3.700 -2.564  0.11
92 H 2.317 -2.809 -0.209  0.11
93 H -1.788 -0.389 -1.643  0.07
94 H -2.569 -2.042 -1.879  0.08
95 H -1.586 -1.294 -3.155  0.10